1.
C24H68BN5O8 | ωB97M-V/def2-TZVPD

Calculated values
HOMO	-8.19	eV
spin multiplicity	1
frontier orbital gap	0.31988	hartree

```
106
Properties=species:S:1:pos:R:3:forces:R:3
O 1.915061 -2.689381 1.336740 0.09 0.19 0.11
O 1.464125 4.365556 -2.810893 0.34 -0.60 0.36
O -0.490954 5.430364 0.829103 -0.41 0.51 0.10
O 3.032685 -0.286988 5.226793 0.18 0.49 -0.02
O 3.514188 -0.060811 -1.293231 -0.54 -0.26 -0.57
O -4.557228 -3.546741 0.317238 0.43 -0.13 0.02
O -0.551717 -3.176132 -2.629581 -0.34 -0.50 0.67
O -0.534963 0.258088 1.426513 -0.18 -0.03 0.68
N 0.977221 -0.819236 -2.832290 1.34 -1.36 -1.79
N -2.810948 -1.221338 0.244508 -0.14 0.25 0.51
N -0.556827 3.273947 -1.110136 0.33 0.66 0.27
N -1.259028 0.513399 -1.504171 -0.82 -0.33 -1.34
N 3.866317 -2.493585 3.430786 0.81 0.83 0.83
C -5.060565 -4.429053 1.280755 -0.45 -0.10 0.34
C -4.151479 -1.292748 -0.357192 0.06 -0.53 0.18
C 3.452201 -3.734730 2.828081 -0.47 0.35 -0.47
C 2.114746 0.001900 -3.331847 0.59 0.14 2.59
C -1.569818 3.438830 -0.065346 -1.14 -0.11 -0.30
C -1.494140 -0.437391 2.193986 -0.89 0.09 0.02
C -2.815747 -0.378351 1.454548 -0.18 -0.04 -0.67
C 0.396404 -1.477402 -4.022319 -1.46 0.81 -1.11
C -0.231437 5.284964 2.200267 0.33 -0.89 0.65
C 0.315028 3.719719 -3.337752 -0.48 0.29 -0.38
C -5.080091 -2.239606 0.424788 -0.01 0.27 -0.95
C -1.737769 4.875427 0.443237 -0.03 -0.53 -0.27
C -0.877740 3.895942 -2.412558 -0.31 0.69 0.74
C 2.705966 0.750923 -2.129638 0.23 1.13 -0.50
C 3.086748 -3.470224 1.376352 -0.18 -0.96 0.32
C 3.869935 0.609655 -0.122665 1.24 0.08 0.72
C 3.914726 -2.524778 4.885150 -0.68 -0.69 0.77
C -0.879990 -2.243480 -3.663137 0.10 -0.43 0.65
C 4.073436 -1.169916 5.567952 0.42 -0.44 -0.35
C 0.644022 0.573899 2.145712 0.29 0.18 -0.46
C 1.443248 -2.451750 0.034428 -0.28 0.68 -0.50
C 1.748288 -0.581465 5.756564 0.18 -0.16 -0.64
C 0.194837 -4.286363 -3.082668 0.17 0.54 -1.13
C 1.384630 5.766727 -2.759460 0.24 0.52 -0.15
B -3.474551 0.920495 -3.380164 -0.83 0.19 -0.84
H -1.675766 -1.606367 -3.271616 0.28 0.20 0.15
H 4.172785 -1.265166 6.656100 -0.28 -0.31 0.01
H 4.528854 1.481433 -0.260364 -0.48 0.25 -0.59
H 2.969281 -2.975957 5.234428 -0.03 0.00 0.24
H -0.499342 -0.001443 -1.988209 0.51 0.54 0.45
H -3.705882 1.505633 -2.399781 0.03 0.55 1.48
H 3.211910 -1.748447 3.213601 -0.04 -0.15 -0.37
H -1.243652 -1.487074 2.394040 0.39 -0.01 -0.16
H -6.156907 -4.498745 1.290690 -0.03 0.18 -0.28
H 1.324792 -0.283378 2.135189 0.12 0.12 0.08
H -1.056224 1.502239 -1.263843 0.82 -0.61 0.43
H -6.063530 -2.250675 -0.061900 -0.14 0.29 0.31
H -1.657001 0.032284 3.171498 0.28 0.17 0.03
H -1.659605 -0.130525 -0.795589 -0.09 0.38 0.20
H -4.321336 1.222349 -4.118607 -0.98 0.41 -0.89
H 3.933011 -3.006842 0.861448 -0.09 0.23 -0.11
H 1.406647 0.229569 6.400099 0.05 -0.01 0.05
H 0.650810 6.150211 -2.046594 -0.20 -0.12 -0.07
H -3.547302 -0.238587 -3.314521 0.15 -1.46 0.52
H -2.544089 -2.167372 0.506899 0.08 0.01 -0.14
H 1.716997 -1.531860 6.291786 0.06 0.06 0.12
H 0.030252 4.241866 2.438302 0.06 0.05 -0.06
H 0.614639 5.900319 2.501537 -0.05 0.13 -0.27
H 1.096297 -0.667209 4.883247 -0.32 -0.01 0.26
H -5.164576 -1.949926 1.477242 -0.12 0.03 0.01
H 1.058304 -2.115156 -4.620196 0.40 -0.09 0.49
H -2.488866 1.246592 -3.912191 1.51 0.42 -0.37
H -1.982296 0.637164 -2.261927 0.00 -0.24 0.41
H 1.926813 1.253831 -1.545361 -0.18 -0.18 0.05
H -4.692959 -5.430027 1.067905 0.24 0.07 0.05
H 2.196577 -1.984669 -0.605753 0.36 -0.17 0.17
H 0.086790 -5.185166 -2.482851 -0.15 0.31 0.51
H -0.987401 4.964620 -2.188135 -0.31 0.06 -0.59
H 2.339182 6.176104 -2.428545 0.16 -0.38 0.02
H 2.574519 -4.160427 3.340630 -0.01 -0.11 -0.05
H -3.668021 -0.602010 2.105116 0.20 -0.21 0.31
H 3.011621 0.910969 0.481002 -0.05 -0.12 -0.01
H 1.248146 -4.005221 -3.180034 0.21 -0.26 0.22
H -2.479061 4.890149 1.247212 0.17 0.02 0.24
H 1.468740 -1.607937 -2.410446 -0.39 0.31 0.81
H 0.495144 2.654637 -3.479997 0.47 -0.04 0.36
H -1.381441 2.702089 0.720858 0.39 0.31 0.26
H 0.183550 -0.644627 -4.704753 -0.47 -0.25 -0.08
H -2.163736 5.504369 -0.339992 0.23 0.04 -0.13
H 0.156632 4.099795 -4.353111 -0.45 0.21 0.08
H -1.387606 -2.827538 -4.439927 0.54 0.36 -0.56
H -4.783989 -4.110667 2.293394 0.22 -0.12 0.01
H 4.241578 -4.489489 2.836769 0.16 0.14 0.19
H -2.552884 3.121562 -0.440094 0.05 0.07 -0.24
H -4.051296 -1.643101 -1.384156 -0.05 -0.13 0.02
H -4.563715 -0.287679 -0.446206 -0.07 0.02 0.15
H 1.074221 1.432336 1.624024 0.24 -0.21 -0.04
H -2.999972 0.646509 1.115961 0.17 0.08 0.05
H 0.488410 0.905868 3.177619 -0.40 -0.19 0.01
H 0.180014 3.900394 -0.778392 0.52 -0.79 0.07
H 5.032799 -0.751699 5.251544 -0.28 0.39 -0.25
H 4.554096 -0.032491 0.439679 -0.55 -0.37 0.15
H -0.118206 -4.559241 -4.098481 -0.11 -0.07 -0.01
H -1.083772 5.510700 2.850822 -0.12 0.32 -0.29
H 2.883287 -4.445411 0.914862 0.06 0.03 -0.21
H 1.799372 0.736360 -4.064857 -0.07 -0.13 -0.21
H 1.040451 -3.327368 -0.481817 0.08 -0.26 0.27
H 0.646092 -1.707663 0.085227 -0.13 -0.13 0.22
H -1.841435 3.535665 -2.777480 0.25 -0.27 -0.30
H 4.677692 -3.192187 5.299416 0.26 0.02 -0.44
H 1.208223 6.196351 -3.750889 -0.27 -0.04 -0.05
H 3.339410 1.557950 -2.523477 0.01 0.07 -0.01
H 2.975080 -0.598889 -3.646469 -0.36 -0.17 -0.76
```
Forces are in eV/Å.

***

2.
C6H15InNO2 | ωB97M-V/def2-TZVPD

Calculated values
HOMO (spin up / spin down)	-27.18 / -27.23	eV
expectation value of S²	1.7556
spin multiplicity	2
charge	+4
frontier orbital gap (spin up / spin down)	0.25420 / 0.26079	hartree

```
25
Properties=species:S:1:pos:R:3:forces:R:3
In 0.445582 -1.044108 2.613374 0.08 -0.49 1.30
O -2.257288 -0.608477 1.159038 -0.67 -1.22 -2.19
O 2.484208 -0.200411 0.617669 0.20 -1.52 0.42
N -0.091623 1.095509 0.109114 -1.58 0.89 -4.43
C 2.326063 1.028686 -0.036535 1.70 1.32 -0.76
C -2.713063 -1.712463 0.395543 1.00 -0.24 -0.20
C 1.029039 1.008375 -0.838021 0.13 -1.46 1.71
C 3.235507 -1.256430 -0.094218 -1.68 0.56 0.15
C -1.394698 0.887827 -0.655743 -0.22 -1.69 2.26
C -2.433036 0.625089 0.413004 -1.57 1.53 0.84
H -2.250508 -2.679270 0.594065 0.43 -0.04 0.93
H -0.126296 1.851496 0.777991 0.12 0.46 0.92
H -3.454151 0.691636 0.037529 -0.26 -0.79 -0.71
H 2.266769 1.906563 0.606838 0.04 -0.37 1.03
H 3.271150 1.174495 -0.559641 -0.28 0.24 -1.05
H 2.842329 -1.172967 -1.107405 0.44 0.11 -0.76
H -2.809272 -1.631131 -0.687149 -0.10 0.95 -0.11
H -1.344670 0.050510 -1.351799 0.60 -0.09 -0.01
H -1.804377 1.697226 -1.260018 0.63 1.07 0.03
H 2.959136 -2.242969 0.277880 0.50 0.25 0.65
H 0.939911 1.883604 -1.481553 0.18 0.38 -0.51
H -3.722709 -1.897594 0.762219 -1.45 -0.17 0.67
H -2.550091 1.431305 1.137174 0.85 0.05 0.50
H 4.279089 -0.941846 -0.085884 0.72 -0.04 0.01
H 0.872998 0.055345 -1.343471 0.18 0.31 -0.67
```
Forces are in eV/Å.

***

3.
C6H11N | ωB97M-V/def2-TZVPD

Calculated values
HOMO	-7.65	eV
structure (SMILES)	C/C=C/C/C=C/N
spin multiplicity	1
frontier orbital gap	0.32553	hartree

```
18
Properties=species:S:1:pos:R:3:forces:R:3
N 1.580760 1.724893 -2.496786 0.08 -0.05 -0.43
C 0.043660 -1.163391 -0.656824 1.21 -0.82 1.53
C 0.850759 0.585104 -2.200764 0.36 0.56 1.67
C 0.891274 0.053219 -0.959628 -0.85 0.05 -2.46
C -1.392119 -0.694562 1.382933 0.62 1.26 1.22
C -1.343169 -0.015306 2.779182 1.12 -0.78 -0.83
C -0.253271 -1.086110 0.814656 -1.32 -0.06 0.05
H 2.064929 2.205985 -1.769050 0.06 -0.07 0.33
H -0.948196 -0.654125 3.577534 -0.86 -0.21 0.09
H -0.556055 0.745524 2.758008 -0.33 0.28 -0.27
H 1.576454 2.219699 -3.359520 -0.33 -0.19 -0.43
H 0.673883 -2.052937 -0.781322 -0.11 -0.11 -0.28
H 0.176855 0.179943 -2.939724 0.14 0.11 -0.34
H -2.290651 0.467813 2.942694 -0.27 -0.04 0.71
H 0.572742 -1.240781 1.502562 0.31 0.23 -0.18
H 1.553745 0.538615 -0.255644 -0.11 -0.39 0.45
H -2.345311 -0.488138 0.906315 0.28 -0.30 -0.66
H -0.856293 -1.325451 -1.244626 0.00 0.50 -0.20
```
Forces are in eV/Å.

***

Record-wise E_tot values, in eV: -50490.6610; -17165.8128; -7888.5979
Record-wise energy relative to the best compared isomer or geometry (same formula, charge and spin) values, in eV: 0.0000; 1.3490; 1.9335